Computed, not measured: a single C6H10O4 molecule at a distorted geometry, with ωB97M-V with the def2-TZVPD basis set.

Structure (XYZ):
```
20
Properties=species:S:1:pos:R:3:forces:R:3
O -0.285 -1.480 -1.639 1.07 -0.35 0.39
C 0.467 -1.211 -0.458 0.30 2.21 -0.20
C -0.465 -0.987 0.715 -0.66 -1.47 0.31
O 0.265 -0.982 1.931 -1.11 -0.30 0.07
C -1.360 0.248 0.633 0.65 1.43 -0.34
O -2.415 0.067 -0.307 -1.10 0.28 -0.35
C -0.578 1.486 0.179 1.24 -0.40 -0.43
C 0.526 1.396 -0.594 -0.63 0.07 0.94
C 1.330 0.108 -0.654 -0.84 -0.62 -1.03
O 2.338 0.200 0.351 0.11 -0.23 0.03
H -1.114 -1.005 -1.574 -0.40 0.25 0.00
H 1.196 -1.995 -0.205 -0.50 -0.13 -0.39
H -1.135 -1.875 0.709 0.23 0.45 0.33
H 1.110 -0.587 1.766 0.91 0.51 -0.07
H -1.827 0.409 1.595 0.27 -0.04 0.52
H -3.062 0.816 -0.233 1.05 -1.06 -0.10
H -0.893 2.473 0.500 -0.51 -0.02 -0.29
H 0.992 2.309 -1.018 -0.25 -0.63 0.44
H 1.825 -0.011 -1.619 -0.12 0.03 -0.15
H 3.085 0.620 -0.079 0.27 0.04 0.32
```
Positions in Å, forces in eV/Å.

* frontier orbital gap: 10.47 eV
* SMILES string: O[C@@H]1[C@@H](O)[C@H](O)C=C[C@H]1O
* energy above the lowest of the compared OMol25 structures with the same formula, charge and spin: 35.69 kcal per mole

Computed, not measured: 2 unconnected molecules or ions with the total composition C6H10O5PS at a distorted geometry, with ωB97M-V with the def2-TZVPD basis set.

Structure (XYZ):
```
23
Properties=species:S:1:pos:R:3:forces:R:3
C -1.314 1.615 -3.606 -3.21 -1.08 1.49
C 2.650 -0.724 2.432 -0.89 -2.19 0.39
C 1.748 -0.097 1.404 -2.27 1.78 0.88
C 1.198 -1.233 0.518 2.10 2.13 -0.69
C -0.976 -0.728 -0.087 -1.38 1.03 -1.92
C -1.416 0.604 -0.478 0.21 2.42 -0.52
O -2.321 1.328 -3.163 -2.74 -0.62 0.40
O -0.352 1.827 -4.123 5.43 1.48 -2.93
O -1.460 3.054 -1.244 -1.24 1.51 -0.16
O -2.782 0.863 -0.414 0.41 -0.08 0.16
O 0.316 -0.854 -0.467 1.34 0.13 -1.56
P -0.436 1.984 -0.989 0.79 -2.80 1.48
S -2.043 -2.055 -0.826 -1.93 0.29 -1.28
H 2.740 -0.025 3.245 0.43 -0.15 0.59
H 2.001 -1.636 2.716 1.17 1.28 0.49
H 3.615 -1.203 2.165 -0.36 0.78 -0.30
H 2.161 0.792 0.823 -0.40 -1.47 0.34
H 0.903 0.393 2.050 1.18 -0.78 -1.27
H 2.180 -1.469 0.098 -0.42 -0.98 -0.91
H 0.744 -2.079 0.931 -0.10 -1.36 1.89
H -1.190 -0.941 0.895 0.26 -0.23 2.89
H -2.796 1.802 -0.711 -0.19 -0.02 -0.03
H -3.170 -1.217 -1.169 1.82 -1.07 0.56
```
Positions in Å, forces in eV/Å.

* frontier orbital gap: 5.87 eV
* net charge: -1
* energy above the lowest of the compared OMol25 structures with the same formula, charge and spin: 12.99 kcal per mole

Computed, not measured: 2 unconnected molecules or ions with the total composition C6H10OS at a distorted geometry, with ωB97M-V with the def2-TZVPD basis set.

Structure (XYZ):
```
18
Properties=species:S:1:pos:R:3:forces:R:3
C -0.600 -0.973 -0.768 1.73 -1.35 2.08
C -0.162 0.439 -1.025 -3.41 3.45 -2.56
C 0.631 0.940 0.180 -0.90 -2.75 0.25
C -0.418 0.393 1.227 0.48 0.93 -1.41
C 0.001 -1.023 0.680 -0.07 -0.05 1.26
C 1.443 -0.336 0.539 -1.28 0.35 -0.37
H -2.030 -2.656 -1.339 0.01 5.29 2.67
H -0.005 -1.549 -1.504 -0.72 -0.44 0.58
H 0.119 0.530 -2.099 0.71 0.35 0.91
H -1.109 1.112 -0.958 1.13 -0.99 -0.58
H 0.317 3.141 -0.337 -0.32 0.37 -0.18
H 0.112 0.574 2.122 -0.40 0.16 1.70
H -1.414 0.872 1.086 0.48 -0.83 0.62
H -0.232 -1.893 1.427 0.70 1.29 -1.84
H 2.102 -0.576 -0.282 0.53 -0.76 0.18
H 1.861 -0.225 1.527 0.71 -0.23 0.07
O -1.988 -1.315 -0.677 0.35 -4.65 -3.45
S 1.369 2.545 0.202 0.28 -0.14 0.07
```
Positions in Å, forces in eV/Å.

* frontier orbital gap: 8.29 eV
* energy above the lowest of the compared OMol25 structures with the same formula, charge and spin: 118.74 kcal per mole

Computed, not measured: a single C6H10P2 molecule at a distorted geometry, with ωB97M-V with the def2-TZVPD basis set.

Structure (XYZ):
```
18
Properties=species:S:1:pos:R:3:forces:R:3
C -1.620 -0.198 1.170 0.18 0.12 1.31
C -1.325 0.501 0.112 2.29 3.48 0.03
C -0.648 1.500 -0.503 0.19 -4.18 1.83
C -0.855 2.912 -0.422 -2.30 2.08 -2.69
P 1.012 1.221 -1.206 -0.01 -1.37 -0.79
P 1.007 -1.108 -1.625 -0.48 -0.02 1.69
C 1.052 -1.668 0.025 -0.15 -3.36 -6.75
C 1.375 -3.032 0.553 -0.02 2.22 -0.10
H -2.227 -1.034 0.946 -0.96 -0.93 0.69
H -1.275 0.032 2.274 -0.42 -0.55 -2.56
H -1.884 3.134 -0.136 -0.04 0.18 0.03
H -0.731 3.256 -1.511 -0.13 0.43 1.58
H -0.208 3.462 0.234 0.64 -0.03 0.25
H 0.619 1.771 -2.510 0.43 -0.73 0.61
H 1.314 -0.945 0.571 1.38 5.64 5.01
H 0.986 -3.072 1.550 -0.38 -0.61 0.55
H 2.461 -3.048 0.618 0.06 -0.51 -0.10
H 0.946 -3.685 -0.139 -0.29 -1.87 -0.59
```
Positions in Å, forces in eV/Å.

* frontier orbital gap: 8.31 eV
* SMILES string: C=C=C(C)P/P=C/C
* energy above the lowest of the compared OMol25 structures with the same formula, charge and spin: 67.07 kcal per mole

Computed, not measured: a single C6H10P2 molecule at a distorted geometry, with ωB97M-V with the def2-TZVPD basis set.

Structure (XYZ):
```
18
Properties=species:S:1:pos:R:3:forces:R:3
P 1.706 -0.520 -2.361 -0.50 -0.64 -0.40
C 0.761 -0.267 -0.875 -2.01 2.01 -0.90
P -0.827 0.636 -1.242 3.45 -2.04 2.43
C -1.798 -0.037 0.125 -1.12 2.61 -0.88
C -1.265 0.826 1.222 -0.96 0.43 0.83
C -0.151 0.609 1.940 0.41 1.38 1.13
C 0.940 -0.301 1.654 -2.14 0.69 -2.02
C 1.235 -0.700 0.385 -1.84 2.07 0.08
H 1.979 -1.842 -2.003 -0.11 -0.85 -0.51
H 2.998 -0.309 -1.954 1.07 0.91 0.27
H -1.161 0.074 -2.377 -0.72 -0.87 -2.46
H -1.209 1.963 -1.581 0.09 0.03 0.70
H -2.833 0.213 -0.149 0.01 -0.22 0.64
H -1.682 -1.082 0.221 0.44 -1.05 0.04
H -1.893 1.679 1.566 0.33 -0.78 -0.50
H -0.134 1.353 2.802 0.62 -1.28 -0.84
H 1.384 -0.862 2.377 1.32 -0.95 2.37
H 1.951 -1.433 0.251 1.64 -1.44 0.01
```
Positions in Å, forces in eV/Å.

* frontier orbital gap: 7.61 eV
* SMILES string: PC1=[PH2]CC=CC=C1
* energy above the lowest of the compared OMol25 structures with the same formula, charge and spin: 48.40 kcal per mole

Computed, not measured: a molecular structure, C6H10S at a distorted geometry, with ωB97M-V with the def2-TZVPD basis set.

Structure (XYZ):
```
17
Properties=species:S:1:pos:R:3:forces:R:3
C 1.227 -1.192 0.640 1.77 -1.27 1.81
C -0.138 -0.351 0.968 0.73 -0.78 -1.06
C -1.407 -1.046 0.228 -2.77 -0.28 2.91
C 0.212 0.505 -1.397 -0.58 1.35 1.24
C 0.369 2.064 -0.957 0.71 0.51 1.21
C -0.181 0.918 0.012 -0.15 0.84 1.56
H 1.331 -1.858 1.902 0.45 1.86 -4.30
H 2.373 -0.289 0.334 -3.61 -2.98 1.35
H 1.251 -2.111 -0.347 -0.45 3.15 3.36
H -0.457 -0.223 2.152 1.35 -0.21 -3.22
H -1.694 -2.288 0.440 1.40 3.71 -1.01
H -2.407 -0.454 0.953 2.65 -1.72 -2.72
H 1.257 0.026 -1.460 -2.08 0.60 -0.07
H -0.508 2.763 -0.952 0.94 -0.79 -0.80
H 1.416 2.798 -1.052 -2.81 -3.06 0.36
H -1.299 1.151 0.170 1.90 0.33 -0.84
S -1.345 -0.412 -1.634 0.54 -1.26 0.22
```
Positions in Å, forces in eV/Å.

* frontier orbital gap: 9.13 eV
* energy above the lowest of the compared OMol25 structures with the same formula, charge and spin: 235.85 kcal per mole

Computed, not measured: a single C6H10Si molecule at a distorted geometry, with ωB97M-V with the def2-TZVPD basis set.

Structure (XYZ):
```
17
Properties=species:S:1:pos:R:3:forces:R:3
C -0.226 -2.171 0.518 1.75 -3.07 0.73
C -0.449 -0.784 0.088 0.30 1.25 1.03
C -1.594 -0.385 -0.481 1.01 -0.58 0.67
C -1.904 1.015 -0.678 -0.61 -0.13 -0.36
C -1.036 1.866 -0.148 1.80 1.38 0.15
Si 0.642 0.726 0.625 -2.99 0.48 -2.62
C 2.301 0.984 -0.231 -0.61 2.25 -0.69
H -1.019 -2.888 0.842 -0.27 1.21 -0.43
H 0.550 -2.395 1.308 -0.68 1.14 -0.33
H 0.276 -2.742 -0.270 -0.14 0.04 -0.50
H -2.290 -1.139 -0.694 -1.25 -0.88 -0.45
H -2.850 1.248 -1.226 1.03 0.18 0.48
H -1.178 2.955 -0.413 0.46 -1.15 0.75
H 0.952 0.690 2.026 -0.21 0.14 0.95
H 2.576 0.066 -0.667 0.52 -1.35 -0.42
H 2.199 1.702 -1.168 0.50 -1.07 2.28
H 3.050 1.251 0.568 -0.60 0.16 -1.24
```
Positions in Å, forces in eV/Å.

* frontier orbital gap: 8.86 eV
* SMILES string: CC1=CC=C[Si@@H]1C
* energy above the lowest of the compared OMol25 structures with the same formula, charge and spin: 4.70 kcal per mole

Computed, not measured: a single C6H11BO molecule at a distorted geometry, with ωB97M-V with the def2-TZVPD basis set.

Structure (XYZ):
```
19
Properties=species:S:1:pos:R:3:forces:R:3
C 3.287 0.289 0.399 -1.54 0.12 1.77
C 2.410 -0.524 -0.150 -3.69 0.04 -0.68
B 0.760 -0.354 0.033 -0.06 0.01 -1.68
C 0.001 1.106 -0.203 2.84 -1.43 1.12
C -1.513 0.983 -0.226 0.67 -1.58 -3.45
C -2.125 -0.209 0.522 4.09 0.34 -2.25
C -1.413 -1.491 -0.012 -1.26 0.97 -2.03
O -0.032 -1.480 -0.222 2.02 0.96 1.86
H 4.271 0.311 0.094 2.15 0.16 -0.45
H 2.996 0.870 1.312 0.36 -0.28 -1.07
H 2.541 -1.161 -1.042 0.80 0.25 0.52
H 0.495 1.842 0.476 -0.83 -0.25 -0.08
H 0.478 1.400 -1.181 -0.76 -0.30 0.60
H -1.909 1.866 0.050 -1.64 3.04 1.27
H -1.685 0.980 -1.350 -0.54 -0.53 1.21
H -1.935 0.058 1.530 0.21 -0.64 1.40
H -3.122 -0.414 0.379 -2.50 0.13 -0.41
H -1.765 -2.230 0.629 0.32 -1.91 1.33
H -1.743 -1.843 -1.038 -0.63 0.92 1.02
```
Positions in Å, forces in eV/Å.

* frontier orbital gap: 10.11 eV
* SMILES string: C=CB1CCCCO1
* energy above the lowest of the compared OMol25 structures with the same formula, charge and spin: 31.86 kcal per mole

Computed, not measured: a molecular structure, C6H11BrNO3S at a distorted geometry, with ωB97M-V with the def2-TZVPD basis set.

Structure (XYZ):
```
23
Properties=species:S:1:pos:R:3:forces:R:3
C 2.018 -0.145 1.791 -1.25 -0.49 -4.34
C -2.725 0.760 0.365 0.95 0.06 -2.50
C -1.469 0.070 -1.921 0.78 1.39 -0.10
C -0.234 0.329 0.443 -3.17 2.07 -1.16
C -1.436 0.799 -0.601 1.11 -0.21 3.10
C 1.134 0.174 0.018 2.99 -0.06 1.66
N 2.880 -1.100 1.667 1.93 -1.04 -0.10
O 0.700 -2.255 -0.699 0.17 0.46 -0.64
O 1.547 0.449 2.679 -0.93 1.70 2.39
O 3.020 -1.399 -0.745 -0.17 0.04 -1.47
S 1.572 -1.144 -1.214 0.10 -1.02 1.70
Br 1.908 1.824 -0.793 -0.21 -0.07 0.33
H -2.518 -0.003 1.090 -0.28 -0.06 0.79
H -2.991 1.762 0.768 0.26 -0.86 -0.09
H -3.498 0.378 -0.301 -0.60 0.21 0.34
H -0.716 0.565 -2.547 0.03 -0.13 -0.02
H -2.396 0.305 -2.386 -1.03 -0.27 -0.62
H -1.200 -0.956 -1.946 -0.23 -1.10 0.38
H -0.366 1.076 1.258 0.61 -0.51 -0.31
H -0.550 -0.610 0.846 -0.16 -0.83 0.19
H -1.274 1.845 -0.838 0.22 0.24 0.05
H 3.138 -1.373 0.585 -0.55 0.22 0.76
H 3.454 -1.351 2.480 -0.56 0.28 -0.35
```
Positions in Å, forces in eV/Å.

* frontier orbital gap: 7.50 eV
* net charge: -1
* energy above the lowest of the compared OMol25 structures with the same formula, charge and spin: 24.28 kcal per mole

Computed, not measured: a single C6H11BrSi molecule at a distorted geometry, with ωB97M-V with the def2-TZVPD basis set.

Structure (XYZ):
```
19
Properties=species:S:1:pos:R:3:forces:R:3
C -1.799 -1.370 0.261 -0.66 0.16 0.48
C -1.280 -1.998 -0.740 -0.33 -0.33 -0.34
C -1.136 -0.259 1.005 0.89 0.22 -0.41
C 1.370 -1.051 -0.733 0.75 0.26 0.51
C 1.433 1.337 1.319 -0.18 -0.40 -0.53
C -0.098 1.421 -1.454 0.21 -0.38 0.55
Si 0.414 0.348 0.035 -0.31 0.66 0.56
Br 2.278 -2.361 0.259 -0.25 0.27 -0.14
H -2.799 -1.625 0.625 -0.09 -0.24 -0.12
H -1.505 -2.791 -1.413 -0.14 -0.41 -0.32
H -1.841 0.563 1.144 0.05 0.13 -0.02
H -0.868 -0.602 2.009 0.10 0.04 -0.02
H 1.511 -1.172 -1.795 -0.02 -0.11 -0.12
H 2.501 1.228 1.164 0.22 -0.01 -0.09
H 1.202 2.397 1.263 -0.10 0.18 -0.06
H 1.218 1.008 2.333 -0.07 -0.11 0.06
H -0.878 2.125 -1.188 -0.18 0.16 0.13
H 0.748 1.992 -1.824 0.20 0.08 -0.04
H -0.469 0.811 -2.271 -0.08 -0.17 -0.11
```
Positions in Å, forces in eV/Å.

* frontier orbital gap (alpha / beta): 8.31 / 8.52 eV
* 2S+1: 3
* energy above the lowest of the compared OMol25 structures with the same formula, charge and spin: 0.00 kcal per mole